Molecular formula: C12H6N5O9
Method: DFT, the ωB97M-V functional and the def2-TZVPD basis

Values from the calculation:
- Kohn-Sham gap (Eh) = 0.2190
- lowest unoccupied orbital energy (eV) = 0.828
- HOMO (Ha) = -0.189
- charge = -1

Geometry as XYZ:
```
32
C12H6N5O9 the ωB97M-V functional and the def2-TZVPD basis
O 0.5771 -0.7578 0.1043
C 0.0727 -1.8623 0.4377
C 0.8697 -3.1019 0.4813
N 2.3022 -3.0616 0.5758
O 2.8779 -4.1856 0.4930
O 2.9409 -2.0193 0.7758
C 0.2784 -4.3559 0.5771
C -1.1017 -4.4704 0.7515
C -1.8920 -3.3060 0.8664
C -1.3298 -2.0473 0.7820
H 0.9300 -5.2208 0.5592
H -1.5398 -5.4696 0.8160
H -2.9722 -3.3925 1.0288
H -1.9413 -1.1501 0.9352
O 0.8724 5.8522 0.4420
N 1.1844 5.0185 -0.4278
O 2.0061 5.2811 -1.3392
C 0.6167 3.6769 -0.4403
C 1.0100 2.7574 -1.4283
C 0.5002 1.4427 -1.4374
N 0.7264 0.6151 -2.5922
O 1.5749 0.9904 -3.4298
O 0.0266 -0.4049 -2.7271
C -0.4164 0.9619 -0.4635
C -0.7885 1.8940 0.5098
N -1.8675 1.8354 1.4121
O -2.6333 0.9358 1.7261
O -1.9994 3.1004 1.9646
N -1.0849 3.9821 1.4175
C -0.3649 3.2336 0.5345
H 1.6736 3.0822 -2.2239
H -1.1082 0.1462 -0.6812
```

=====

Molecular formula: C12H7MgN2O5
Method: DFT, the ωB97M-V functional and the def2-TZVPD basis

Values from the calculation:
- Kohn-Sham gap (Eh) = 0.2811
- lowest unoccupied orbital energy (eV) = -3.675
- HOMO (Ha) = -0.416
- charge = +1

Geometry as XYZ:
```
27
C12H7MgN2O5 the ωB97M-V functional and the def2-TZVPD basis
O 0.3331 -0.3981 -7.0430
C 0.1281 -0.3988 -5.9213
Mg -0.4002 -0.3865 -1.5278
O 2.3793 -0.4099 -3.6774
C 1.4072 -0.4162 -3.0781
C -2.7431 -0.4304 -1.0417
O -3.8246 -0.4523 -0.6725
C -0.6585 -2.7569 -1.9405
O -0.7762 -3.8773 -2.1171
C -0.7116 1.9149 -1.9998
O -0.8399 3.0401 -2.1774
H -1.2948 -0.4550 -3.0240
N 1.7267 -1.1653 1.9335
C 1.3785 -1.3873 0.6579
N 0.4237 -0.5209 0.2826
C 0.1390 0.2925 1.3837
C -0.7770 1.3499 1.5775
C -0.8085 1.9496 2.8472
C 0.0421 1.5111 3.8743
C 0.9493 0.4631 3.6766
C 0.9612 -0.1078 2.4295
H 2.4318 -1.6827 2.4528
H 1.8153 -2.1644 0.0166
H -1.4213 1.6636 0.7582
H -1.4998 2.7654 3.0465
H 0.0102 1.9792 4.8480
H 1.6300 0.0802 4.4358
```

=====

Molecular formula: C12H8BeN2O4
Method: DFT, the ωB97M-V functional and the def2-TZVPD basis

Values from the calculation:
- Kohn-Sham gap (Eh) = 0.2327
- lowest unoccupied orbital energy (eV) = -11.203
- HOMO (Ha) = -0.644
- charge = +2

Geometry as XYZ:
```
27
C12H8BeN2O4 the ωB97M-V functional and the def2-TZVPD basis
Be -0.5382 0.3951 -0.0617
O 1.3946 2.0396 -0.7464
C 0.8541 1.0076 -1.1852
C -0.0320 -1.2358 -0.8676
O 0.1891 -1.6800 -2.1341
C 1.1478 -0.4063 -0.4835
O 2.2759 -0.7825 -0.1685
C -1.3661 -1.1823 -0.4921
O -2.4232 -1.7194 -0.6618
C 0.1400 0.8891 -2.5353
H -0.8994 1.2731 -2.4775
H 0.6426 1.5047 -3.3106
C 0.0642 -0.5308 -3.0742
H 0.8853 -0.7437 -3.7798
H -0.9037 -0.7368 -3.5429
N 3.0621 -0.1026 4.8949
C 2.0310 0.0034 4.3505
C 0.7589 0.1248 3.6766
C -0.4428 0.0051 4.3864
C -1.6413 0.1179 3.6924
C -1.6108 0.3035 2.3169
N -0.4437 0.3781 1.6319
C 0.7241 0.3418 2.3048
H -0.4220 -0.1660 5.4694
H -2.6036 0.0504 4.1954
H -2.5259 0.3767 1.7417
H 1.6448 0.4662 1.7263
```

=====

Molecular formula: C12H8Cl2N4S
Method: DFT, the ωB97M-V functional and the def2-TZVPD basis

Values from the calculation:
- Kohn-Sham gap (Eh) = 0.3129
- SMILES = Nc1nc2ccc(Sc3cccc(Cl)c3Cl)nc2[nH]1
- lowest unoccupied orbital energy (eV) = 0.563
- HOMO (Ha) = -0.292
- charge = 0

Geometry as XYZ:
```
27
C12H8Cl2N4S the ωB97M-V functional and the def2-TZVPD basis
N -1.0028 -4.6035 -1.6420
C -0.3368 -3.4299 -1.6100
N 0.9618 -3.3790 -1.6893
C 1.2363 -2.0284 -1.4770
C 2.4587 -1.3882 -1.3108
C 2.4733 0.0010 -1.1309
C 1.2519 0.6881 -0.9787
S 1.3120 2.4060 -0.6624
C 0.1225 2.5696 0.6538
C -1.1208 3.1136 0.4024
C -2.0767 3.1640 1.4104
C -1.8047 2.7136 2.6962
C -0.5249 2.1684 2.9369
Cl -0.1573 1.6933 4.5685
C 0.4191 2.0944 1.9389
Cl 1.9628 1.3187 2.2822
N 0.0719 0.0417 -1.0880
C 0.0888 -1.2761 -1.3166
N -0.9078 -2.1997 -1.4395
H -0.4367 -5.4432 -1.6600
H -1.8671 -4.6476 -1.0603
H 3.3330 -1.9752 -1.4439
H 3.3799 0.5403 -1.0053
H -1.3266 3.4336 -0.6030
H -3.0604 3.5791 1.1680
H -2.5487 2.8344 3.4858
H -1.9007 -1.9888 -1.4254
```

=====

Molecular formula: C12H8N2O4Pr
Method: DFT, the ωB97M-V functional and the def2-TZVPD basis

Values from the calculation:
- 2S+1 = 3
- Kohn-Sham gap (alpha / beta) (Eh) = 0.1870 / 0.1913
- ⟨S²⟩ = 2.016
- lowest unoccupied orbital energy (alpha / beta) (eV) = -15.325 / -15.233
- HOMO (alpha / beta) (Ha) = -0.750 / -0.751
- charge = +3

Geometry as XYZ:
```
27
C12H8N2O4Pr the ωB97M-V functional and the def2-TZVPD basis
Pr 0.0382 0.1023 -0.0434
C 0.4190 -0.6606 1.7837
O 0.6724 -1.0089 2.7909
C -0.9867 -1.7003 -0.2515
O -1.5228 -2.6474 -0.3592
C 1.6360 -0.8418 -0.7251
O 2.5552 -1.3182 -1.1061
C -1.6500 0.8587 0.6839
O -2.5591 1.3267 1.0838
C -0.1424 1.3159 -1.9224
H -0.6575 2.2286 -1.6308
H 0.8751 1.4358 -2.2874
C -0.8456 0.1579 -2.1657
H -0.3990 -0.6576 -2.7331
H -1.9311 0.1347 -2.0766
N 0.1619 1.7502 6.1014
C 0.6978 1.6296 5.0704
C 1.4373 1.4334 3.8534
C 2.6190 0.7013 3.9696
C 3.2651 0.3441 2.8088
C 2.7664 0.7215 1.5582
N 1.5823 1.4268 1.3821
C 0.9456 1.8167 2.5757
H 2.9814 0.3252 4.9324
H 4.0880 -0.3686 2.8957
H 3.2106 0.1236 0.7696
H -0.1100 2.1091 2.5961
```

=====

Molecular formula: C12H9AuCl3N6OSSi
Method: DFT, the ωB97M-V functional and the def2-TZVPD basis

Values from the calculation:
- Kohn-Sham gap (Eh) = 0.2129
- lowest unoccupied orbital energy (eV) = -6.091
- HOMO (Ha) = -0.437
- charge = +1

Geometry as XYZ:
```
34
C12H9AuCl3N6OSSi the ωB97M-V functional and the def2-TZVPD basis
Au 0.3360 0.4472 -0.3189
C 3.4139 -4.0546 -0.1124
N 1.9519 -4.0442 -0.0252
C 1.1707 -5.1738 0.0890
C -0.0989 -4.7711 0.1370
N -0.1104 -3.3672 0.0614
C 1.1928 -2.9346 -0.0455
S 1.9950 -1.4302 -0.1698
C -1.3564 -2.6419 0.1358
C -2.5374 -3.3692 0.2880
C -3.7328 -2.6907 0.3662
C -3.7406 -1.3062 0.3015
C -2.5323 -0.6770 0.1484
N -1.3515 -1.3233 0.0583
H 3.7307 -5.0927 -0.1098
H 3.8396 -3.5308 0.7396
H 3.7294 -3.5661 -1.0307
H 1.5953 -6.1612 0.1223
H -0.9833 -5.3662 0.2166
H -2.5508 -4.4419 0.3493
H -4.6541 -3.2463 0.4804
H -4.6527 -0.7317 0.3719
H -2.4839 0.4047 0.1067
O 0.1343 0.5484 1.7017
N 0.4419 1.5601 2.4783
C 0.2898 1.2626 3.7227
C -0.1542 -0.0501 4.1265
N -0.5040 -1.1136 4.3810
C 0.5836 2.2950 4.6801
N 0.8172 3.1202 5.4427
Cl 0.0959 3.0108 -2.2950
Si 0.3480 2.7254 -0.3239
Cl -1.2253 3.4169 0.7338
Cl 2.1257 3.3100 0.3693
```

=====

Q: Which relative energy (zero: lowest compared OMol25 entry of this formula, charge and spin) values were calculated for the entries above? A: 0.695 0.000 0.000 0.000 15.236 1.551, in eV.